Record 1
DFT (ωB97M-V/def2-TZVPD) results for a structure of composition C3HInO3 in a non-equilibrium geometry.

Structure (XYZ):
```
8
Properties=species:S:1:pos:R:3:forces:R:3:lowdin_charge:R:1
C -1.998999 -0.837953 0.162272 -0.01 6.48 -0.59 -0.0063
C -0.930775 -1.529296 0.292516 0.94 -1.64 0.21 0.1283
O 0.374549 -1.116592 0.052438 -0.19 1.12 0.54 0.1562
C 0.656906 0.158875 0.026494 -6.68 -1.50 -1.32 -0.1716
O 1.786414 0.464857 -0.402058 -4.07 -4.98 -0.78 -0.1611
In 2.983049 1.722382 -0.169923 6.29 6.23 0.94 1.5879
O -2.374133 0.332742 0.062977 -0.14 -4.90 0.38 0.1955
H -0.497008 0.804985 -0.024716 3.86 -0.81 0.61 0.2712
```
Forces are in eV/Å.

**Total energy**: -14413.978 eV
**Relative energy (zero: lowest compared OMol25 entry of this formula, charge and spin)**: 0.000 eV
**Strongest force on any atom**: 8.909 eV/A
**HOMO (spin up / spin down)**: -18.42 / -17.97 eV
**HOMO-LUMO gap (spin up / spin down)**: 4.29 / 7.37 eV
**Net charge**: +2



Record 2
DFT (ωB97M-V/def2-TZVPD) results for an isolated molecule of C3H2ClFO2 in a non-equilibrium geometry.

Structure (XYZ):
```
9
Properties=species:S:1:pos:R:3:forces:R:3:lowdin_charge:R:1
C 0.699110 -0.802758 0.418155 0.72 0.59 0.74 -0.6311
C 0.054602 0.589221 0.444365 -0.77 0.07 -1.13 -0.3684
C -1.015784 0.682213 -0.651640 -0.26 1.01 0.08 -0.1783
H 1.187044 -0.996840 1.348433 0.81 -0.21 0.38 0.1104
H -1.063707 -0.116329 -1.425917 -0.25 0.39 0.19 0.1289
O 0.232864 1.566581 1.112858 0.91 -1.27 0.36 0.1654
O -1.688144 1.676581 -0.599170 -0.37 -0.71 -0.81 0.1095
F -0.283097 -1.739743 0.303338 -0.02 0.16 -0.50 -0.0081
Cl 1.877112 -0.858928 -0.950423 -0.77 -0.04 0.70 0.6718
```
Forces are in eV/Å.

**SMILES**: O=CC(=O)[C@@H](F)Cl
**Total energy**: -22476.729 eV
**Relative energy (zero: lowest compared OMol25 entry of this formula, charge and spin)**: 0.967 eV
**Strongest force on any atom**: 1.604 eV/A
**HOMO**: -10.21 eV
**HOMO-LUMO gap**: 9.19 eV



Record 3
DFT (ωB97M-V/def2-TZVPD) results for a structure of composition C2H15NO4 in a non-equilibrium geometry.

Structure (XYZ):
```
22
Properties=species:S:1:pos:R:3:forces:R:3:lowdin_charge:R:1
H 0.553128 -0.719128 -1.087419 1.16 1.43 1.04 0.0423
O 1.254221 -0.146379 -0.300840 -1.22 -1.85 -1.75 -0.2369
N -0.238411 -1.358482 -1.976955 -1.69 0.05 -0.64 0.0291
H 1.728178 -0.957771 -0.068121 0.32 0.51 0.50 0.0353
H -0.273807 -0.988230 -2.924080 0.87 0.09 0.04 0.1195
C -1.676850 -1.233738 -1.561327 -0.01 0.14 1.77 -0.2477
H -1.837032 -1.909766 -0.703640 -0.06 -0.37 -0.87 0.1202
H -2.331960 -1.416346 -2.423081 0.07 -0.33 0.47 0.1128
H -0.019487 -2.345139 -2.064098 0.09 -0.02 -0.03 0.1154
C -2.021903 0.125448 -0.948945 0.27 1.15 -0.63 -0.0881
H -1.324928 0.543848 -0.224039 0.34 -0.63 0.00 0.0484
H -2.046582 0.898846 -1.726601 -0.30 -0.08 0.04 0.0792
H -2.970155 0.127588 -0.408707 -0.13 -0.28 -0.40 0.0817
O 0.366256 0.959615 1.963633 -0.07 0.77 -0.34 -0.0768
H 0.271254 0.845995 1.001947 0.36 -0.52 0.27 0.0028
H 1.086633 1.596385 2.001210 0.07 0.05 0.21 0.0586
O 2.577800 2.016213 -1.316861 -0.07 -1.91 0.60 -0.1231
H 3.291432 1.466743 -0.941682 0.56 1.03 -0.26 0.0262
H 1.958903 1.250524 -1.148082 -0.33 1.03 -0.32 -0.0126
O -0.682323 -0.522878 3.856027 0.41 -0.25 -0.14 -0.0959
H 0.074433 -0.427204 3.249852 -0.23 -0.26 0.29 0.0026
H -1.102713 0.309394 3.641767 -0.41 0.25 0.15 0.0071
```
Forces are in eV/Å.

**Total energy**: -11996.813 eV
**Relative energy (zero: lowest compared OMol25 entry of this formula, charge and spin)**: 1.339 eV
**Strongest force on any atom**: 2.824 eV/A
**HOMO**: -10.38 eV
**HOMO-LUMO gap**: 10.57 eV



Record 4
DFT (ωB97M-V/def2-TZVPD) results for an isolated molecule of C4H10N2OS in a non-equilibrium geometry.

Structure (XYZ):
```
18
Properties=species:S:1:pos:R:3:forces:R:3:lowdin_charge:R:1
O -0.113606 1.587812 0.382251 -0.11 -0.11 0.07 0.0274
C -0.482709 0.548594 -0.139972 0.04 0.57 0.34 -0.4834
N -1.784913 0.406382 -0.525969 -0.13 -0.20 -0.13 0.0712
C -2.405401 -0.810155 -0.966970 -0.62 -0.93 0.29 -0.2835
N -2.922153 -1.706407 0.078275 -0.16 0.45 0.55 0.0096
C 0.478371 -0.587816 -0.366148 -0.28 -0.89 0.73 -0.1876
C 1.639073 -0.671137 0.620614 0.42 0.61 -0.53 -0.5303
S 2.903155 0.639028 0.401380 -0.04 -0.23 0.06 0.6965
H -2.408848 1.119826 -0.183317 0.18 0.26 -0.03 0.1433
H -3.256916 -0.613120 -1.619802 0.17 0.31 -0.04 0.1199
H -1.707645 -1.395332 -1.547321 0.26 0.08 -0.23 0.1009
H -2.304153 -1.702795 0.883075 0.42 -0.25 -0.17 0.0607
H -3.774891 -1.338654 0.497390 -0.09 0.01 -0.45 0.0628
H -0.022606 -1.560521 -0.403694 -0.18 0.10 0.38 0.1043
H 0.907674 -0.539794 -1.333346 0.40 0.51 -1.20 0.1070
H 2.186351 -1.575725 0.368088 0.02 -0.17 0.29 0.0627
H 1.355123 -0.677662 1.663777 -0.25 -0.17 0.12 0.0710
H 2.143120 1.640378 0.851966 -0.05 0.06 -0.06 -0.1525
```
Forces are in eV/Å.

**SMILES**: NCNC(=O)CCS
**Total energy**: -20173.384 eV
**Relative energy (zero: lowest compared OMol25 entry of this formula, charge and spin)**: 0.539 eV
**Strongest force on any atom**: 1.362 eV/A
**HOMO**: -8.82 eV
**HOMO-LUMO gap**: 9.58 eV



Record 5
DFT (ωB97M-V/def2-TZVPD) results for a cluster of 6 separate species, C19H51N2O23P5 in total in a non-equilibrium geometry.

Structure (XYZ):
```
100
Properties=species:S:1:pos:R:3:forces:R:3:lowdin_charge:R:1
O 2.334898 2.858992 1.504024 -0.09 0.52 -0.05 0.1048
N 2.171088 2.719450 0.364721 0.14 -0.69 0.00 -0.0064
O 1.183356 3.617024 -0.138287 -0.46 0.68 0.61 -0.0853
C -0.001045 2.952670 -0.553409 -1.59 -0.67 0.06 -0.2980
C -1.308966 3.634307 -0.055893 -0.10 0.54 -0.65 -0.1153
N -2.361001 2.608121 0.131686 1.24 -0.31 1.23 0.0825
C -1.718585 1.348934 0.158649 1.99 1.71 -1.37 -0.4750
O -2.193637 0.303845 0.384851 -1.58 -2.13 0.78 0.1254
C -0.219664 1.508502 -0.085102 0.18 1.05 -0.45 -0.0286
H -0.106323 3.045679 -1.628824 0.60 -0.40 -0.35 0.1436
H -1.179918 4.227214 0.838955 0.21 0.15 0.19 0.1233
H -1.641389 4.255584 -0.876426 -0.10 0.60 0.15 0.1108
H -2.693731 2.714639 1.088144 -0.88 0.06 -0.34 0.1388
H 0.210845 0.822297 -0.793869 -0.04 -0.66 0.12 0.1295
H 0.166010 1.357945 0.917320 0.45 -0.19 0.11 0.1266
C 3.546472 4.167291 -3.147760 0.04 -0.23 0.09 -0.0817
O 2.928676 5.334678 -3.699645 -0.28 0.23 0.01 -0.2173
P 3.875707 6.486335 -4.228950 -0.09 0.02 -0.02 0.3229
O 4.889647 6.093369 -5.196105 0.34 0.09 0.03 -0.2088
O 4.487128 7.153100 -2.914644 0.18 -0.12 -0.13 -0.2178
C 3.673893 7.290107 -1.747273 -0.06 0.03 0.14 -0.0906
O 2.795482 7.525569 -4.737129 -0.25 -0.20 0.22 -0.2130
C 3.282573 8.751101 -5.294843 0.03 0.18 -0.14 -0.0872
H 2.937734 3.835167 -2.308830 -0.06 0.07 -0.02 0.0684
H 3.581416 3.382154 -3.900205 0.07 0.05 -0.04 0.0954
H 4.556335 4.374702 -2.790898 0.02 0.01 -0.06 0.0930
H 3.858276 6.445133 -1.083107 -0.05 0.00 0.00 0.0851
H 2.613208 7.332926 -1.993248 0.01 0.00 -0.03 0.0888
H 3.959004 8.207956 -1.238160 0.07 0.01 -0.07 0.0901
H 4.212128 9.063900 -4.818061 0.01 -0.03 -0.01 0.0881
H 2.525530 9.513159 -5.126107 -0.05 -0.07 0.03 0.0884
H 3.443079 8.631804 -6.364658 0.05 -0.05 0.02 0.0918
C -4.764084 -0.892384 0.316226 -0.04 -0.01 0.10 -0.0914
O -6.068741 -1.117232 -0.248435 -0.35 0.07 -0.14 -0.2211
P -6.330679 -2.499120 -0.966594 0.00 0.10 0.07 0.3291
O -6.045161 -3.698383 -0.192779 0.16 -0.27 -0.14 -0.2079
O -5.505740 -2.419752 -2.330177 0.07 -0.20 0.13 -0.2138
C -5.420792 -1.179732 -3.034026 0.05 0.11 -0.09 -0.0868
O -7.840939 -2.297685 -1.405000 0.16 0.21 0.01 -0.2494
C -8.464600 -3.367698 -2.127075 -0.16 -0.16 -0.08 -0.0722
H -4.510584 0.147821 0.163663 -0.11 0.05 -0.07 0.0667
H -4.790511 -1.104963 1.383180 0.00 -0.08 -0.02 0.0969
H -4.007085 -1.512624 -0.160290 -0.01 -0.02 0.00 0.0864
H -4.496277 -0.673901 -2.753902 -0.03 0.04 0.02 0.0880
H -6.268925 -0.530083 -2.817872 -0.02 -0.02 0.01 0.0812
H -5.398352 -1.392712 -4.100463 0.00 -0.10 0.02 0.0908
H -7.745022 -3.897196 -2.752184 0.02 0.01 0.03 0.0889
H -9.232699 -2.932042 -2.762280 0.01 0.08 0.06 0.0911
H -8.925985 -4.063518 -1.429387 0.06 -0.01 0.03 0.0949
C 5.067513 1.877482 1.756028 0.18 0.05 0.07 -0.1024
O 6.143487 0.992555 1.425870 0.35 0.02 -0.01 -0.2119
P 6.120765 -0.452921 2.069658 0.18 -0.11 -0.11 0.3229
O 4.897291 -1.221251 1.873078 -0.18 -0.11 0.29 -0.2181
O 6.472213 -0.224959 3.609922 -0.30 -0.06 -0.01 -0.2195
C 7.431774 0.768404 3.975847 0.11 0.09 0.06 -0.0924
O 7.434572 -1.063751 1.444917 0.04 0.41 -0.07 -0.2094
C 7.763957 -2.411809 1.818781 0.07 -0.32 0.01 -0.0904
H 5.477694 2.883199 1.841362 0.05 -0.04 -0.03 0.0964
H 4.334966 1.853771 0.964850 -0.02 -0.16 -0.11 0.0507
H 4.597428 1.605947 2.701946 -0.05 -0.04 -0.04 0.0906
H 6.910034 1.690877 4.233047 0.03 0.02 -0.03 0.0858
H 8.140602 0.964286 3.171810 -0.01 -0.03 -0.02 0.0898
H 7.973721 0.414135 4.849687 -0.06 -0.08 0.00 0.0901
H 7.441103 -2.629125 2.837349 -0.01 0.00 -0.01 0.0867
H 8.842479 -2.523316 1.762566 -0.01 0.07 -0.05 0.0896
H 7.297469 -3.112239 1.130362 -0.03 0.02 0.01 0.0833
C 9.672359 -8.178329 0.568202 0.20 -0.06 -0.08 -0.0887
O 8.291788 -7.849846 0.751996 -0.34 -0.07 0.00 -0.2151
P 7.922217 -6.859435 1.928286 -0.19 -0.08 -0.01 0.3271
O 8.630737 -5.586163 1.944075 0.18 0.21 0.27 -0.2108
O 8.135295 -7.705452 3.262997 0.21 0.21 -0.01 -0.2182
C 7.791564 -9.093241 3.283900 -0.04 -0.15 0.03 -0.0899
O 6.353738 -6.777080 1.753590 0.08 -0.30 -0.23 -0.2083
C 5.631897 -5.950703 2.677676 -0.14 0.19 0.09 -0.0756
H 9.729200 -9.223877 0.272610 -0.08 0.01 -0.01 0.0907
H 10.092186 -7.557844 -0.220770 -0.01 0.06 0.05 0.0928
H 10.245887 -8.038282 1.485614 -0.01 0.05 -0.01 0.0899
H 8.685089 -9.684696 3.083050 -0.03 -0.02 -0.03 0.0871
H 7.024418 -9.333012 2.548292 -0.01 0.04 0.00 0.0900
H 7.422017 -9.338250 4.276837 0.02 0.10 0.03 0.0904
H 6.107253 -5.943120 3.659325 0.03 -0.01 -0.02 0.0895
H 4.630801 -6.362849 2.773561 0.03 -0.05 -0.07 0.0906
H 5.567192 -4.933948 2.293836 0.05 0.00 0.00 0.0852
C -13.674238 1.414554 0.957454 -0.19 0.01 0.08 -0.0920
O -12.425753 1.661464 0.305072 0.28 0.18 -0.01 -0.2187
P -11.621930 0.409990 -0.238802 0.12 0.06 -0.05 0.3246
O -12.353653 -0.487833 -1.122577 -0.02 -0.33 0.06 -0.2140
O -11.058184 -0.318365 1.063062 -0.23 -0.15 -0.11 -0.2153
C -10.611012 0.460192 2.174229 0.07 0.05 0.13 -0.0911
O -10.366672 1.133786 -0.867717 -0.13 0.39 0.16 -0.2075
C -9.370497 0.291507 -1.466070 0.08 -0.02 -0.14 -0.0857
H -13.766683 2.122245 1.778979 0.06 0.03 -0.04 0.0894
H -14.489799 1.570755 0.254283 0.02 -0.07 -0.03 0.0920
H -13.727297 0.400563 1.356460 0.00 -0.02 -0.05 0.0898
H -11.421378 0.546025 2.898874 0.01 0.04 0.00 0.0863
H -10.289281 1.455799 1.869601 0.00 -0.01 -0.04 0.0890
H -9.775100 -0.057706 2.638827 -0.01 -0.08 -0.07 0.0908
H -9.297403 -0.662035 -0.954276 -0.02 0.00 0.04 0.0647
H -8.413655 0.803389 -1.390584 -0.05 0.05 0.07 0.0900
H -9.610224 0.128060 -2.516492 -0.07 -0.02 0.03 0.0956
```
Forces are in eV/Å.

**SMILES**: O=NO[C@@H]1CNC(=O)C1.COP(=O)(OC)OC.COP(=O)(OC)OC.COP(=O)(OC)OC.COP(=O)(OC)OC.COP(=O)(OC)OC
**Total energy**: -117055.039 eV
**Strongest force on any atom**: 2.962 eV/A
**HOMO**: -10.46 eV
**HOMO-LUMO gap**: 9.50 eV



Record 6
DFT (ωB97M-V/def2-TZVPD) results for a structure of composition C27H21FIrNOS3 in a non-equilibrium geometry.

Structure (XYZ):
```
55
Properties=species:S:1:pos:R:3:forces:R:3:mulliken_spin:R:1
Ir 0.445829 0.520451 -0.413280 1.51 -1.45 -0.43 2.5228
O -0.074859 -1.033043 -1.447607 -0.45 -0.30 1.18 0.2070
C -0.581529 -2.243872 -0.893163 -2.24 0.28 -2.21 -0.0189
C 0.490995 -3.054113 -0.371130 2.72 -0.02 -0.18 0.0378
C 1.713715 -3.112918 -1.058104 -1.94 -0.50 -0.06 -0.0192
C 2.522928 -4.163176 -0.565559 0.71 0.05 0.05 0.0038
C 1.992580 -4.731281 0.566438 -0.32 0.02 0.22 -0.0021
S 0.364572 -4.117786 0.952519 2.68 -0.51 -0.48 -0.0053
C -1.840169 -2.089762 -0.042117 -0.42 1.67 -0.27 0.0310
C -2.745320 -1.041511 -0.133562 -0.13 -0.17 0.36 0.0059
C -3.939419 -1.257530 0.663830 0.65 0.42 -0.89 0.0068
C -3.880941 -2.428168 1.318057 0.49 -0.47 0.41 -0.0003
S -2.429308 -3.356673 0.957789 -1.49 0.95 0.58 0.0022
C -1.109038 -2.966565 -2.151330 0.08 -3.02 1.81 0.0207
C -1.456094 -4.340194 -2.310262 1.54 1.96 3.12 0.0026
C -1.922067 -4.619483 -3.544680 -0.76 -0.23 -2.84 0.0010
C -1.874172 -3.497447 -4.357807 -0.39 -0.44 0.12 0.0010
S -1.296764 -2.123906 -3.528628 -0.60 0.54 -2.10 -0.0029
H 1.833567 -2.563099 -2.012110 0.12 -0.37 0.90 -0.0029
H 3.473116 -4.456978 -1.086261 -0.94 0.28 1.01 -0.0003
H 2.503150 -5.387455 1.267813 -0.37 -0.09 -0.33 0.0001
H -2.601445 -0.104771 -0.684223 0.21 -0.63 -0.01 -0.0084
H -4.833609 -0.612620 0.726742 0.90 -0.15 -0.01 0.0001
H -4.542326 -2.618536 2.140619 -0.18 -0.87 0.01 -0.0003
H -1.271255 -5.077080 -1.529354 -0.24 0.25 -0.07 0.0004
H -2.275199 -5.608469 -3.884878 0.28 0.72 0.19 0.0005
H -2.228052 -3.428618 -5.359126 -0.04 0.12 -0.54 0.0001
N 0.740638 1.301360 1.338599 0.69 -0.09 3.18 -0.0130
C 1.143947 1.734576 2.347134 -1.33 -0.01 -2.44 0.2282
C 1.509186 2.540590 3.420677 -0.30 -0.28 1.39 0.0341
C 1.673867 3.916835 3.278295 0.02 -0.33 -0.61 0.0485
C 2.119035 4.623645 4.357088 1.40 1.81 1.37 -0.0160
C 2.496542 3.994532 5.549634 -0.50 -1.24 -0.46 0.0414
C 2.251353 2.579351 5.685596 1.57 2.17 1.58 -0.0193
C 1.664416 1.895937 4.670685 0.09 -0.70 -0.45 0.0494
H 1.514643 4.439969 2.338821 -0.03 -0.39 0.02 0.0030
H 2.377597 5.717846 4.261578 -0.63 -1.30 0.01 -0.0001
H 2.976133 4.604592 6.324322 -0.23 -0.56 -0.21 0.0023
H 2.686753 2.052733 6.565498 -0.91 0.46 -0.59 -0.0004
H 1.393901 0.839967 4.857807 0.32 0.65 -0.67 0.0030
C 2.695480 0.726066 -0.766874 -1.27 0.15 -0.90 0.4600
H 3.224311 0.644794 0.160860 0.33 -0.01 0.40 0.0007
H 2.716593 1.732298 -1.231177 0.36 -0.72 0.21 -0.0136
H 2.891468 -0.107268 -1.450689 0.23 0.41 0.07 -0.0165
F -1.604689 5.225541 -3.657270 -0.19 -0.20 0.86 0.0021
C -1.312930 4.165988 -2.846919 -0.06 0.17 0.19 0.0355
C -1.076640 4.293097 -1.481707 -0.67 1.57 -0.99 -0.0128
C -0.632145 3.218165 -0.743871 -0.54 0.72 0.21 -0.0365
C -0.363610 2.033886 -1.396736 -0.10 0.19 0.10 0.3840
C -0.650107 1.918755 -2.724001 0.31 -0.71 -1.65 0.0348
C -1.211422 2.941342 -3.426752 -0.34 0.16 -2.10 0.0017
H -1.324871 5.277652 -1.106012 0.30 -0.01 0.55 0.0016
H -0.529892 3.324177 0.334406 0.08 0.01 -0.19 0.0055
H -0.332572 1.110434 -3.393525 -0.27 -0.39 0.92 0.0092
H -1.475892 2.767741 -4.486079 0.27 0.43 0.63 -0.0003
```
Forces are in eV/Å.

**Spin multiplicity**: 5
**Total energy**: -69930.821 eV
**Strongest force on any atom**: 3.997 eV/A
**HOMO (spin up / spin down)**: -6.35 / -7.68 eV
**HOMO-LUMO gap (spin up / spin down)**: 5.67 / 5.96 eV



- Look up the total energy of the fifth one.
  -117055.039 eV



- The lowest strongest force on any atom belongs to which entry?
  C4H10N2OS



- Which of these has the lowest total energy?
  C19H51N2O23P5